Entry from OMol25: a cluster of 8 separate species, C48H120O32P8 in total at a distorted geometry (ωB97M-V/def2-TZVPD).

Values from the calculation:
* gap between HOMO and LUMO: 10.721 eV
* highest occupied orbital energy: -10.1593 eV
* spin multiplicity: 1
* lowest unoccupied orbital energy: 0.56 eV
* ΔE to the lowest compared entry with this formula, charge and spin: 13.1 kcal per mole
* SMILES: CCOP(=O)(OCC)OCC.CCOP(=O)(OCC)OCC.CCOP(=O)(OCC)OCC.CCOP(=O)(OCC)OCC.CCOP(=O)(OCC)OCC.CCOP(=O)(OCC)OCC.CCOP(=O)(OCC)OCC.CCOP(=O)(OCC)OCC

CARTESIAN COORDINATES (ANGSTROEM)
C: 2.87901 -7.47623 -0.25888
C: 3.13970 -6.00836 -0.57009
O: 1.90334 -5.28354 -0.36033
P: 0.90001 -5.17327 -1.55588
O: 1.31593 -5.71878 -2.84821
O: 0.58157 -3.61898 -1.62825
C: -0.56948 -3.18276 -2.33674
C: -0.66513 -1.66021 -2.20025
O: -0.38917 -5.84761 -0.91664
C: -1.41562 -6.34829 -1.79767
C: -1.43605 -7.86313 -1.75485
H: 3.74546 -8.09830 -0.49744
H: 2.61235 -7.55966 0.79013
H: 2.13125 -7.80883 -0.98120
H: 3.92303 -5.60836 0.07067
H: 3.42601 -5.86606 -1.61111
H: -0.45760 -3.40443 -3.40028
H: -1.50357 -3.63085 -1.99051
H: -1.65340 -1.23869 -2.41883
H: -0.43367 -1.25570 -1.21952
H: -0.10867 -1.30272 -3.06982
H: -2.35093 -5.90964 -1.45103
H: -1.28456 -6.02821 -2.83441
H: -2.26932 -8.22061 -2.36147
H: -0.48031 -8.33418 -1.95589
H: -1.73659 -8.13634 -0.73619
C: -3.34032 5.09998 5.19550
C: -3.52890 6.52406 5.69869
O: -4.92002 6.86603 5.53021
P: -5.46819 8.24591 6.06044
O: -4.64269 8.85034 7.10952
O: -5.68121 9.06708 4.73502
C: -5.33050 10.44482 4.58147
C: -5.78604 11.35988 5.70352
O: -6.96855 7.94804 6.45532
C: -7.17568 7.29423 7.72143
C: -7.23002 8.31858 8.85688
H: -4.21700 4.67092 4.71683
H: -2.59457 5.16790 4.39424
H: -2.91767 4.36937 5.87990
H: -3.31173 6.59417 6.76515
H: -2.89312 7.22834 5.16600
H: -4.23733 10.50305 4.54277
H: -5.68559 10.81029 3.62255
H: -5.70968 12.37535 5.29132
H: -6.85816 11.27385 5.89355
H: -5.18908 11.34914 6.60780
H: -8.15755 6.82489 7.65844
H: -6.45501 6.49485 7.89332
H: -7.51602 9.26524 8.38380
H: -7.98532 8.13359 9.61302
H: -6.21914 8.54159 9.19530
C: 3.31432 7.09891 -5.56210
C: 2.51246 5.81594 -5.35826
O: 1.16410 6.13545 -5.67060
P: -0.01788 5.70626 -4.72191
O: 0.22761 4.48969 -3.94808
O: -0.26842 6.98011 -3.83381
C: -0.70046 6.82734 -2.47542
C: 0.35669 7.22340 -1.49056
O: -1.23818 5.67019 -5.69539
C: -1.32780 4.47663 -6.49609
C: -2.04024 4.72926 -7.78260
H: 2.82785 7.91028 -5.01750
H: 4.35610 7.07492 -5.24169
H: 3.31907 7.35630 -6.62204
H: 2.93715 5.07783 -6.04154
H: 2.65234 5.41911 -4.35313
H: -1.60691 7.42012 -2.30740
H: -1.13659 5.83334 -2.34065
H: 0.47491 8.30856 -1.54431
H: 0.07127 6.97155 -0.46931
H: 1.33902 6.79014 -1.68097
H: -0.33552 4.05828 -6.68777
H: -1.84649 3.70816 -5.91775
H: -2.11864 3.81567 -8.37382
H: -3.09310 5.01728 -7.66557
H: -1.63245 5.56093 -8.35786
C: -1.79618 2.71603 12.42978
C: -0.90193 1.64773 11.80760
O: -1.69972 0.68481 11.10451
P: -1.45955 0.43403 9.56616
O: -0.06543 0.43588 9.12050
O: -2.33752 -0.84046 9.30479
C: -2.22439 -2.01083 10.13953
C: -2.11926 -3.22738 9.25761
O: -2.30584 1.58989 8.87814
C: -1.95190 2.01474 7.55747
C: -1.13556 3.26875 7.60539
H: -1.11801 3.41347 12.92466
H: -2.31300 3.26247 11.64463
H: -2.43175 2.20329 13.14498
H: -0.08636 2.06498 11.21582
H: -0.41581 1.08695 12.60962
H: -1.36635 -1.95969 10.81582
H: -3.07729 -1.99716 10.82013
H: -3.00303 -3.39493 8.64585
H: -1.29309 -3.07476 8.55932
H: -1.85301 -4.09392 9.86224
H: -1.52110 1.21093 6.95855
H: -2.90698 2.16807 7.04137
H: -1.64634 4.17268 7.96513
H: -0.40244 3.14442 8.40660
H: -0.73437 3.61976 6.65584
C: -5.49583 0.61087 -8.72609
C: -4.33172 1.53458 -8.49407
O: -3.18365 1.13140 -9.25854
P: -1.92132 0.40404 -8.62472
O: -0.76328 1.30544 -8.66716
O: -1.80708 -0.93802 -9.43826
C: -1.11003 -0.97577 -10.71186
C: -2.11146 -1.39941 -11.76869
O: -2.32851 -0.10191 -7.20074
C: -1.26600 -0.45551 -6.29369
C: -1.06334 0.57279 -5.21195
H: -5.37809 -0.39012 -8.31507
H: -6.41640 1.06961 -8.35760
H: -5.68143 0.47746 -9.79647
H: -4.56267 2.56170 -8.77415
H: -4.09624 1.55573 -7.42740
H: -0.76788 0.03594 -10.92586
H: -0.28044 -1.67023 -10.62485
H: -2.68912 -0.56073 -12.14771
H: -1.58824 -1.86355 -12.61043
H: -2.75141 -2.20088 -11.39991
H: -1.40621 -1.48576 -5.96791
H: -0.35413 -0.52720 -6.90134
H: -1.76482 0.30769 -4.41000
H: -0.09617 0.43765 -4.72760
H: -1.25079 1.60203 -5.49135
C: 2.25446 -1.22144 -5.17131
C: 1.55985 -2.01842 -6.22535
O: 2.48570 -2.98452 -6.72723
P: 2.02107 -4.41613 -7.14031
O: 0.64759 -4.51419 -7.60592
O: 3.09883 -4.89032 -8.20104
C: 4.47920 -4.47658 -8.12511
C: 5.35006 -5.70160 -7.93407
O: 2.36493 -5.26658 -5.85566
C: 2.11550 -6.68177 -5.88146
C: 2.74022 -7.36458 -4.69977
H: 3.16699 -0.76555 -5.55549
H: 1.56673 -0.45159 -4.80186
H: 2.54427 -1.71148 -4.23924
H: 0.59771 -2.40947 -5.87047
H: 1.18200 -1.42705 -7.06557
H: 4.73853 -3.98337 -9.06422
H: 4.59312 -3.72273 -7.34897
H: 6.39211 -5.43444 -8.09992
H: 5.18959 -6.10668 -6.93332
H: 5.04123 -6.48459 -8.62632
H: 1.03599 -6.84497 -5.92337
H: 2.46798 -7.05129 -6.85160
H: 2.39783 -6.83994 -3.80465
H: 2.33046 -8.37171 -4.58769
H: 3.81810 -7.48511 -4.78580
C: 2.44957 -3.88052 3.21393
C: 2.31699 -5.30933 3.65808
O: 3.62097 -5.78830 4.07076
P: 3.94018 -7.32785 4.12801
O: 2.79339 -8.10827 4.60408
O: 4.52584 -7.64152 2.71159
C: 4.84064 -8.95650 2.22039
C: 6.15851 -8.84894 1.47652
O: 5.22053 -7.45074 5.05471
C: 5.18208 -6.89946 6.35720
C: 5.50796 -7.88435 7.47307
H: 1.57890 -3.53565 2.65945
H: 2.52887 -3.28489 4.12570
H: 3.35257 -3.71020 2.62965
H: 1.67526 -5.37931 4.53808
H: 1.90624 -6.01848 2.93751
H: 4.88523 -9.73395 2.98044
H: 4.07080 -9.20821 1.49412
H: 6.19874 -9.70807 0.79516
H: 6.18440 -7.98711 0.81313
H: 7.02621 -8.92107 2.12700
H: 5.99404 -6.15873 6.43301
H: 4.32171 -6.26453 6.57450
H: 5.48398 -7.38750 8.43885
H: 4.86007 -8.75377 7.35124
H: 6.53660 -8.23493 7.35695
C: 1.45652 1.59748 -2.38597
C: 0.70753 2.47984 -1.45898
O: 1.22227 2.25498 -0.11302
P: 0.27950 2.23171 1.15544
O: -1.09042 1.82958 0.85026
O: 1.06644 1.27634 2.15397
C: 1.91467 0.23149 1.70155
C: 2.99805 -0.02537 2.72518
O: 0.45268 3.65220 1.81119
C: 1.58716 3.98637 2.63157
C: 1.31422 3.89084 4.10760
H: 1.15163 0.54985 -2.42211
H: 1.25477 1.98569 -3.39201
H: 2.53517 1.61768 -2.23562
H: 0.91026 3.53840 -1.63404
H: -0.37954 2.41880 -1.49285
H: 1.41522 -0.66351 1.33052
H: 2.50834 0.55631 0.83965
H: 2.66839 -0.63193 3.58091
H: 3.85341 -0.55418 2.30976
H: 3.31493 0.87084 3.26176
H: 2.39808 3.29570 2.37328
H: 1.97180 4.93952 2.26888
H: 0.33955 4.31093 4.35487
H: 1.35153 2.86059 4.46118
H: 2.11528 4.41719 4.62983

Löwdin atomic charge list, values in e, 5 entries: -0.054, -0.225, -0.160, 0.384, -0.217